16
Properties=species:S:1:pos:R:3 method="wB97M-V/def2-TZVPD" s2=0.754 total_charge=+1 gap_ev="8.91 / 4.57" multiplicity=2
H -1.475 0.819 -1.317
H 1.474 -0.028 -1.719
H 0.704 1.600 -1.324
C 1.049 -1.764 1.224
C -1.450 0.330 -0.358
C 0.970 0.521 -0.958
O 1.050 -1.184 2.280
S -2.179 2.024 0.301
H 0.163 0.539 0.906
H -0.198 -2.002 -0.532
H -2.299 -0.282 -0.130
C -0.083 0.007 -0.050
N 0.257 -1.391 0.091
H -1.168 2.858 0.699
H 1.310 -2.872 1.226
H 1.874 0.827 -0.338

=====

19
Properties=species:S:1:pos:R:3 method="wB97M-V/def2-TZVPD" s2=0.750 total_charge=-1 gap_ev="2.67 / 11.47" multiplicity=2
H 1.824 -1.800 0.357
H -1.420 1.218 -3.175
C 1.482 -1.162 1.168
C 1.924 0.299 1.071
H -0.398 0.283 -2.230
H -2.751 1.973 -1.033
H 2.971 0.315 1.428
H -0.583 -0.495 1.701
H -0.413 -1.266 0.201
H -1.680 0.599 -0.253
H -1.095 2.293 -0.890
C -0.030 -1.331 1.241
H 1.992 0.644 -0.004
C -1.427 0.583 -2.277
H -2.107 -0.233 -2.524
H 1.213 0.934 1.590
H 1.854 -1.417 2.206
C -1.789 1.447 -1.061
H -0.374 -2.175 1.890

=====

79
Properties=species:S:1:pos:R:3 method="wB97M-V/def2-TZVPD" s2=6.062 total_charge=+3 gap_ev="5.36 / 4.56" multiplicity=5
O 25.458 -11.265 -11.028
H 23.736 -4.002 -11.968
H 23.917 -14.778 -3.752
O 20.483 -6.608 -6.404
H 19.602 -13.520 -3.056
H 25.371 -15.668 -4.206
Al 20.924 -9.159 -10.490
O 21.579 -10.264 -2.962
O 25.273 -13.884 -5.100
H 20.620 -8.034 -5.011
C 24.646 -12.940 -5.716
H 18.757 -3.478 -8.481
O 24.223 -5.481 -10.656
H 21.840 -8.127 -6.312
H 17.420 -9.658 -12.724
C 18.002 -11.879 -11.242
H 23.863 -12.573 -10.764
C 24.754 -12.215 -10.243
H 18.535 -12.232 -8.800
O 22.378 -10.135 -8.581
H 25.317 -8.462 -8.286
C 23.446 -5.022 -11.755
H 25.360 -7.433 -12.036
H 18.625 -12.400 -4.076
C 24.578 -15.025 -4.578
C 25.198 -8.261 -12.735
H 18.150 -10.975 -13.788
O 25.462 -12.007 -6.053
Cr 21.439 -12.809 -6.124
H 24.094 -15.598 -5.368
C 17.335 -10.661 -13.140
H 20.069 -8.628 -6.566
H 25.489 -9.968 -6.065
C 25.005 -10.761 -6.632
O 21.464 -10.876 -6.363
H 23.268 -9.098 -2.966
H 23.568 -8.225 -8.113
O 19.855 -4.993 -7.619
C 22.952 -10.065 -3.344
H 24.744 -7.403 -7.032
O 22.812 -7.138 -10.135
O 20.062 -10.494 -8.368
H 23.054 -10.023 -4.430
O 21.551 -12.260 -4.034
H 22.359 -5.056 -11.645
C 23.807 -6.462 -9.903
H 25.789 -8.075 -13.622
C 18.235 -13.167 -9.267
O 19.878 -11.488 -2.744
H 25.346 -10.744 -7.660
O 19.101 -11.339 -11.142
O 17.071 -11.631 -12.115
O 24.638 -6.613 -8.899
H 23.935 -10.652 -6.478
H 23.613 -5.683 -12.608
H 24.125 -8.211 -12.922
H 18.521 -5.154 -9.219
H 18.204 -12.727 -2.389
C 24.535 -7.736 -8.049
C 24.907 -10.101 -11.297
O 17.616 -12.898 -10.514
H 17.530 -13.763 -8.694
O 23.793 -9.765 -10.915
H 19.112 -13.814 -9.389
H 24.386 -11.752 -9.325
H 25.442 -13.031 -10.058
O 21.563 -12.386 -8.046
H 16.452 -10.635 -13.775
C 19.030 -12.591 -3.078
C 20.786 -7.966 -6.085
S 21.365 -10.888 -7.882
O 23.411 -12.988 -5.936
O 20.210 -6.961 -8.621
O 25.664 -9.473 -12.157
C 21.025 -11.383 -3.321
H 23.594 -10.847 -2.944
H 19.953 -4.220 -9.526
C 19.190 -4.426 -8.769
C 20.137 -6.261 -7.628

=====

8
Properties=species:S:1:pos:R:3 method="wB97M-V/def2-TZVPD" total_charge=0 gap_ev="7.72 / 7.72" multiplicity=1
H -0.581 -0.245 1.820
Cl 0.881 -1.896 -0.105
P 0.519 0.112 -0.208
Cl 2.173 0.875 0.616
H -1.499 0.693 0.721
H -1.214 -0.662 -2.261
N 0.321 0.774 -1.588
N -0.600 0.349 1.005

=====

70
Properties=species:S:1:pos:R:3 method="wB97M-V/def2-TZVPD" smiles="CCCCNc1ccc2c(c1)Nc1ccccc1S2.O=S1(=O)OCCO1.O=S1(=O)OCCO1.O=S1(=O)OCCO1" total_charge=0 gap_ev=7.67 multiplicity=1
C -4.769 -2.558 -7.115
C -3.669 -4.974 -1.574
H 5.383 0.769 6.990
S 5.168 -0.458 4.351
H -5.449 -1.743 -7.578
O 4.081 0.439 4.080
S -3.473 -2.585 2.136
C -1.787 -2.087 2.785
H -4.335 -5.783 -2.071
O 5.828 -1.214 3.329
C -3.037 -3.274 0.443
H 7.060 0.179 7.128
H 0.615 1.307 0.578
H -4.179 -4.969 -4.360
H -2.934 -4.839 -5.734
N -2.152 -4.851 -3.688
H -0.609 -2.882 -2.396
H -3.571 -2.317 -3.766
O -0.502 3.898 2.266
O 4.701 -1.476 5.528
H 1.589 -0.923 1.644
S 0.109 4.659 0.963
S 1.972 6.227 -1.356
H -3.682 -2.207 -7.339
H -4.983 -3.559 -7.660
C -4.932 -2.690 -5.513
O 6.292 0.348 5.202
O 3.362 6.283 -2.202
C -0.716 -1.663 1.724
H 1.810 8.880 -3.494
H 1.993 -1.052 4.307
C 0.718 -1.263 2.302
H -5.416 -1.730 -5.098
H -5.611 -3.592 -5.243
O -0.987 5.117 0.157
O 1.170 5.522 1.395
C -0.143 -1.795 4.906
C 6.118 0.064 6.590
H 6.400 -2.087 6.501
H -2.433 -2.489 5.016
C -3.473 -2.856 -4.773
O 0.758 3.353 0.246
C -1.475 -3.246 -1.734
C 3.228 7.238 -3.253
C -3.199 -4.441 -4.677
H 1.627 2.226 1.723
O 2.277 6.416 0.032
C -0.506 2.492 2.026
H -4.866 -4.758 0.475
H -0.454 1.940 2.966
N -0.901 -1.597 0.257
C -3.966 -4.396 -0.131
H 2.824 8.987 -2.030
O 1.198 5.123 -1.842
C -1.776 -2.663 -0.277
C 0.703 2.239 1.138
C 0.966 -1.341 3.873
C 5.592 -1.363 6.638
H -1.436 2.240 1.508
H 0.080 -1.866 6.043
H -2.714 -2.281 -5.418
H 5.067 -1.578 7.571
H -1.193 -4.653 -4.009
C 2.293 8.305 -2.701
O 1.318 7.597 -1.936
C -2.418 -4.356 -2.322
C -1.554 -2.160 4.333
H 0.020 -1.603 -0.210
H 2.783 6.732 -4.116
H 4.202 7.641 -3.533

=====

129
Properties=species:S:1:pos:R:3 method="wB97M-V/def2-TZVPD" total_charge=-2 gap_ev=3.21 multiplicity=1
C 0.890 -3.964 5.198
H 0.260 -1.283 -10.692
H 5.686 2.073 0.767
O 0.677 2.991 -6.422
H 1.717 0.259 -11.913
C 3.083 -1.034 1.945
C 1.701 -6.308 4.230
C -0.054 -0.352 -5.341
H -2.394 3.675 -0.820
F 0.635 0.729 -1.575
C 0.707 0.879 -4.845
H 0.073 -0.575 9.684
H 0.500 2.555 -0.552
C 3.619 1.227 1.349
O 2.084 -1.519 -8.046
C 1.338 -1.387 -10.569
H 3.384 -2.914 9.720
H 0.458 0.574 1.086
C -1.046 -0.546 3.205
O 3.298 -4.880 5.756
H 3.832 4.012 0.158
C 2.957 -0.899 9.035
C 0.171 4.148 3.453
O -5.129 -0.122 -5.311
H -1.666 1.915 -7.303
C 3.678 4.417 1.234
C 2.169 -0.465 10.273
H -1.036 -0.167 0.286
O -4.583 -0.917 -2.973
H 3.653 -1.942 2.382
P -1.790 4.020 0.458
H 1.559 5.046 0.935
C 1.708 4.510 3.089
Nb -1.933 2.018 2.042
H -0.808 -0.642 -4.602
O -2.130 0.319 3.323
C 0.450 -6.389 5.095
H 1.781 3.236 1.138
S -0.176 2.301 -5.477
H -7.086 -2.716 -2.537
H 0.000 0.127 -7.449
H 1.971 5.620 3.300
C -7.025 -0.075 -3.466
H 4.045 -1.549 -11.106
H 4.008 -0.612 9.102
H -4.496 0.083 -0.983
H 1.016 -3.709 6.251
H 3.036 -2.816 7.968
H 2.532 -0.426 8.143
C -3.681 0.888 -0.809
B -3.697 1.213 0.798
C 3.558 -0.568 -11.141
O -0.824 2.986 -4.382
H -1.479 -0.718 -6.958
H -8.874 -1.063 -2.879
H 3.236 1.527 0.300
N -0.227 -1.392 2.901
C -1.403 1.381 -6.389
H 2.116 -1.322 -12.600
H 4.342 3.502 3.268
H -7.263 0.822 -4.038
H -0.597 4.837 2.966
H 2.572 -0.538 2.849
C -0.207 -5.010 5.002
S 2.408 -4.718 4.626
H -1.001 -4.890 5.743
H 0.872 2.052 2.704
H -2.696 0.455 -1.192
S -2.994 5.414 1.202
O -4.972 0.942 1.478
H -5.676 1.498 1.056
H 5.683 4.115 2.179
C 0.812 -1.169 10.224
H 3.450 1.094 -9.734
C -3.308 3.124 3.522
H -4.004 1.799 -1.449
H 2.711 -0.770 11.175
H 2.841 1.453 2.153
S -5.499 -0.781 -4.078
H 0.733 0.924 -3.755
H 5.517 1.524 2.509
H 2.347 3.894 3.835
H -0.144 2.078 4.229
H 0.618 -1.203 -5.475
H 1.605 -2.441 -10.465
H 0.443 -1.402 11.223
H 1.723 0.908 -5.243
H -8.576 -1.045 -4.617
H 2.421 -7.099 4.441
H -6.446 -2.393 -5.518
S 1.070 -2.689 9.317
O 0.960 -3.811 10.225
H 2.305 -1.496 1.225
H -0.221 -7.182 4.756
O 1.026 0.616 -8.899
H 2.049 0.620 10.315
C -8.095 -1.156 -3.639
O 0.324 -2.620 8.083
O -2.752 3.602 4.727
H 1.446 -6.304 3.168
C 4.954 2.077 1.661
C -7.393 -2.513 -3.568
H -2.283 1.274 -5.750
C -0.045 2.574 3.185
C 3.447 0.003 -9.726
S 1.867 -0.542 -9.089
H 4.166 0.076 -11.780
C 4.658 3.571 2.175
H 0.078 4.324 4.593
C 2.113 4.242 1.561
O -4.560 3.332 3.340
O 4.012 -0.163 1.258
H -5.417 -3.159 -4.271
H -1.087 1.911 -1.400
C 2.137 -0.726 -11.685
H 4.244 -0.366 -9.080
C -0.553 0.837 0.586
H -6.881 0.181 -2.415
H -0.660 -4.888 4.013
H -0.480 4.585 0.302
O 2.826 -4.075 3.402
C -6.166 -2.391 -4.462
H -8.046 -3.326 -3.893
H 3.916 5.536 1.174
H 0.725 -6.598 6.134
C -0.746 0.033 -6.650
C -0.189 1.646 -0.742
H 0.693 -3.060 4.617
C 2.794 -2.411 8.951

=====

133
Properties=species:S:1:pos:R:3 method="wB97M-V/def2-TZVPD" total_charge=+1 gap_ev=6.02 multiplicity=1
H 6.555 0.131 8.064
O 4.804 2.357 7.124
O 1.865 6.216 -6.691
C 5.132 -3.707 8.439
C -4.445 2.684 -7.404
O 4.798 -2.524 7.874
H -2.942 1.289 -1.390
C -1.556 -0.206 3.189
C 2.456 -9.545 -1.319
C -7.869 -1.133 -8.117
H -2.732 5.393 -2.797
C -2.095 0.171 0.115
H 1.208 0.690 1.323
H -5.809 3.585 -5.952
H 1.019 -8.062 4.571
H -0.642 -6.214 5.007
H 2.335 -9.235 -2.359
H -0.712 1.175 4.793
C -1.950 5.731 -1.991
H 3.536 -4.843 9.267
H -9.114 0.764 -5.579
H -5.008 2.121 -5.416
C -0.946 1.762 -1.469
H 0.213 -1.445 2.153
H 3.738 -7.177 -1.960
H 7.262 1.632 6.164
H -1.896 0.872 2.803
C 5.907 3.215 6.777
O 0.360 -9.051 -0.321
H -7.264 -1.562 -7.312
H 4.721 -5.782 8.321
H 7.618 3.221 5.460
C 0.437 1.749 -0.590
H 6.245 2.253 4.875
H -7.458 1.056 -4.983
O -3.816 3.775 -5.320
H 3.205 -5.654 -1.266
H -9.448 -2.603 -8.032
C -4.859 3.043 -5.990
H -1.449 -0.427 5.458
H 0.866 -3.587 4.549
Cl 0.798 5.120 -2.170
H -1.321 6.655 -2.399
C 3.477 8.065 -6.553
H -2.582 -0.765 3.433
H -2.309 3.106 -2.723
H -7.865 -0.510 -5.641
C 1.603 -7.412 3.915
H 6.924 1.783 8.630
C -1.161 3.108 -2.394
C 2.970 6.809 -7.197
C 1.277 6.535 -5.416
H 0.854 8.618 -5.859
H -3.749 5.956 -7.356
H -2.429 6.099 -0.977
H -0.484 -4.904 6.165
O 2.011 -7.603 0.119
H 4.026 -8.108 0.417
H 1.314 1.161 -1.137
H 6.445 3.546 7.670
C 3.692 -2.332 6.973
H -0.439 7.510 -6.289
H -0.554 3.078 -3.416
Cl 0.917 -0.687 4.762
H 2.520 -1.235 8.415
H 0.941 -6.910 3.210
C 0.165 0.995 0.876
H -3.927 -0.168 1.030
H -0.334 1.798 1.565
C -0.769 0.003 4.577
H -9.788 -1.131 -7.102
O 3.501 6.367 -8.213
C -3.642 5.113 -5.407
H -1.546 -1.923 1.693
C -0.510 -5.133 5.094
H -4.272 3.577 -8.011
H -0.862 0.853 -2.239
O -7.716 0.298 -8.174
C -0.847 -0.996 1.974
N -3.269 -0.523 0.272
C 2.425 -6.476 4.750
H -3.507 2.120 -7.396
H -4.599 6.877 -6.086
C -9.332 -1.516 -8.018
H 3.048 8.930 -7.065
H 4.877 -6.206 -1.007
H 3.522 -4.829 7.482
H -3.492 -1.407 -0.256
H 6.044 0.696 9.678
C 2.406 -2.089 7.740
C -0.906 4.525 -1.611
H -5.216 2.080 -7.889
C -8.056 0.557 -5.754
C 0.769 -4.670 4.424
C -4.380 5.873 -6.468
H 1.580 -1.888 7.052
O 3.820 0.823 8.425
C 3.836 -6.530 -1.084
H 0.709 5.651 -5.107
H 3.270 8.129 -5.485
H 5.471 4.114 6.328
H 3.503 -6.552 1.031
O 6.183 -3.822 9.064
H -9.896 -1.090 -8.854
H -0.156 7.917 -4.580
C 0.331 7.714 -5.537
C 4.848 1.399 8.077
H 0.771 -4.858 3.345
O -7.363 2.292 -7.218
H -5.340 5.436 -6.738
H 3.611 -3.163 6.266
H 2.048 6.688 -4.655
N -0.736 -0.200 0.657
C -7.660 1.107 -7.091
H 3.927 -1.443 6.379
O 1.921 -5.259 5.055
C 4.156 -4.844 8.368
N -2.201 1.501 -0.659
H 2.282 -8.025 3.312
C 6.814 2.545 5.763
H -7.459 -1.525 -9.053
H -1.379 -4.640 4.649
H 2.180 -10.602 -1.223
O 3.503 -6.836 5.216
C 6.180 0.987 8.630
H -0.875 4.399 -0.448
C 3.402 -7.240 0.184
O -2.833 5.682 -4.677
H 3.506 -9.481 -1.035
H 4.568 8.090 -6.655
C 1.540 -8.736 -0.451
H 2.138 -2.949 8.360
H 0.869 2.803 -0.322